No. 1
Entry from OMol25: C25H30AlGeN2S as an isolated structure (wB97M-V/def2-TZVPD).

```
60
Properties=species:S:1:pos:R:3:forces:R:3
Al -0.41643 -1.40502 -1.12179 -0.040 -0.418 -0.152
C 0.04330 0.40645 -3.25186 -0.036 -0.032 0.044
C 1.44836 -0.02875 -2.84112 -0.066 -0.031 0.095
N 1.39464 -0.66888 -1.50094 -0.083 0.101 -0.054
C 2.39516 -1.73759 -1.27618 -0.060 -0.020 -0.021
C 2.13314 -2.95750 -2.16720 0.045 -0.007 0.042
S 0.36303 -3.37003 -2.38611 -0.041 0.055 0.001
C -0.04830 -2.69575 -4.03743 -0.034 -0.019 -0.030
C -1.19428 -1.69266 -3.95004 0.036 0.025 0.048
N -0.96853 -0.64472 -2.92634 0.145 0.136 -0.054
H -0.23791 1.29184 -2.67848 -0.016 -0.012 -0.025
H 0.00546 0.66303 -4.31189 0.024 -0.014 -0.011
H 1.87381 -0.74105 -3.54198 0.012 -0.029 -0.028
H 2.11019 0.83703 -2.82452 -0.005 0.019 -0.006
H 1.53084 0.04378 -0.78074 0.091 -0.049 0.001
H 3.40427 -1.36330 -1.45968 0.021 -0.014 -0.003
H 2.32360 -2.01133 -0.22359 -0.025 -0.003 0.015
H 2.57009 -2.86492 -3.15998 -0.031 0.023 -0.021
H 2.58419 -3.83311 -1.70453 0.008 -0.012 -0.017
H 0.84671 -2.27446 -4.48790 0.018 0.024 0.019
H -0.36169 -3.52862 -4.66453 0.018 -0.017 0.017
H -1.36625 -1.23947 -4.92869 0.027 -0.005 -0.015
H -2.10766 -2.21654 -3.66413 -0.008 0.000 -0.008
H -1.85091 -0.16115 -2.76725 0.003 0.031 0.032
C -0.96766 -1.61367 0.58757 -0.186 0.402 -0.215
Ge -0.58675 0.05786 1.45100 -0.141 0.008 0.119
C 1.28284 0.04985 2.07844 0.073 -0.007 -0.092
C 2.38925 0.53094 1.37491 0.002 0.075 0.120
C 3.69127 0.33266 1.82401 0.010 -0.013 0.021
C 3.91511 -0.35868 3.00452 -0.021 0.003 -0.009
C 2.83095 -0.84133 3.72658 0.014 0.007 -0.009
C 1.53805 -0.64093 3.26582 -0.034 -0.115 0.015
C -0.83899 1.54651 0.12001 0.081 0.048 -0.012
C 0.02460 2.61216 -0.14658 -0.065 -0.005 0.009
C -0.26433 3.55785 -1.12988 0.016 0.015 0.018
C -1.45054 3.48397 -1.84378 -0.022 0.010 -0.010
C -2.35150 2.46000 -1.56472 0.003 0.009 -0.032
C -2.03546 1.50231 -0.61093 -0.007 -0.046 -0.013
C -1.76842 0.42051 2.95859 0.022 0.035 -0.017
C -1.32808 1.10108 4.09151 0.065 0.105 -0.016
C -2.19167 1.35955 5.14731 -0.023 0.000 0.001
C -3.51429 0.94501 5.07952 0.012 0.000 -0.001
C -3.96946 0.27284 3.95370 -0.001 0.012 0.019
C -3.09968 0.01158 2.90477 -0.004 -0.068 -0.023
H -2.01533 -1.89764 0.70984 0.125 -0.280 0.251
H 2.26159 1.13067 0.47904 -0.021 0.097 -0.024
H 4.52623 0.73690 1.26421 -0.006 -0.001 0.001
H 4.92395 -0.51070 3.36599 -0.012 0.002 -0.008
H 2.99334 -1.37911 4.65209 0.002 0.009 -0.006
H 0.70989 -1.04535 3.83967 0.025 0.030 -0.027
H 0.92086 2.74487 0.44357 0.075 -0.007 0.042
H 0.42696 4.37125 -1.31469 -0.006 -0.010 0.007
H -1.68851 4.23466 -2.58708 0.008 -0.019 0.007
H -3.30503 2.42263 -2.07945 0.002 0.007 0.013
H -2.74719 0.70573 -0.40584 0.014 0.006 0.005
H -0.29994 1.44428 4.15624 -0.031 -0.042 0.004
H -1.83135 1.88585 6.02216 -0.007 -0.004 -0.005
H -4.18851 1.14318 5.90295 0.008 0.002 -0.011
H -5.00043 -0.05300 3.89622 0.011 0.000 0.001
H -3.46660 -0.53158 2.03963 0.015 0.003 0.012
```
Positions in Å, forces in eV/Å.

multiplicity	1
largest force on an atom	0.49	eV/A
total charge	+1
highest occupied orbital energy	-9.54	eV

No. 2
Entry from OMol25: C25H30AsBF6N5O3PdS as an isolated structure (wB97M-V/def2-TZVPD).

```
73
Properties=species:S:1:pos:R:3:forces:R:3
Pd 0.10720 0.44984 0.41461 0.052 0.323 0.002
B 2.76635 0.83106 2.55691 0.021 -0.094 -0.009
N 3.06473 0.08871 1.22551 -0.067 0.129 0.002
C 4.21430 -0.46699 0.83036 0.020 0.016 -0.004
C 4.10252 -0.83392 -0.49990 0.037 0.021 0.030
C 2.80892 -0.45866 -0.85015 0.037 0.031 0.064
N 2.20219 0.10313 0.19434 0.001 -0.248 -0.218
N 1.44638 0.27441 3.15848 -0.036 0.099 0.026
C 1.23768 -0.27746 4.35598 -0.006 0.003 0.007
C -0.11945 -0.51672 4.51122 0.041 0.017 0.043
C -0.68542 -0.06713 3.32317 0.038 0.057 -0.019
N 0.26830 0.42070 2.52757 0.035 -0.229 0.040
H 3.66010 0.60113 3.32984 0.012 0.007 0.005
H 2.63521 2.01656 2.33318 -0.050 0.030 -0.018
H 5.03373 -0.54963 1.52398 0.007 -0.013 -0.012
H 4.84110 -1.31553 -1.11534 -0.004 -0.002 -0.002
H 2.28071 -0.58974 -1.77851 0.007 -0.013 0.003
H 2.07012 -0.45231 5.01613 -0.017 -0.010 0.017
H -0.61618 -0.95526 5.35816 -0.008 -0.001 -0.003
H -1.71012 -0.05944 2.99019 0.005 -0.020 0.004
C -6.11946 -5.01158 -3.65640 -0.024 -0.011 -0.018
C -5.45115 -4.61062 -2.36974 -0.010 0.004 0.015
C -5.27503 -5.54697 -1.35823 -0.013 0.002 0.004
C -4.62053 -5.22952 -0.17604 0.017 -0.006 -0.011
C -4.15207 -3.94794 0.01876 0.094 -0.001 -0.049
C -4.36592 -2.99924 -0.97579 0.071 0.011 0.035
N -3.88363 -1.68831 -0.71558 0.099 0.004 0.052
C -4.63542 -0.58311 -0.72236 0.019 0.021 0.016
C -6.04226 -0.67176 -0.92187 -0.118 0.040 0.068
C -6.80691 0.46080 -0.90344 0.020 -0.046 0.015
C -6.21353 1.70799 -0.65782 0.008 0.017 -0.022
C -4.84988 1.80396 -0.40955 0.014 0.019 -0.027
C -4.04041 0.68987 -0.45340 0.018 0.008 0.031
C -2.55727 0.81226 -0.18612 -0.001 -0.097 -0.154
O -2.22139 1.38258 0.86765 0.064 0.005 0.092
O -1.79204 0.29323 -1.02973 -0.097 -0.001 -0.046
C -4.97977 -3.30396 -2.19123 -0.019 -0.026 -0.066
C -5.07357 -2.30152 -3.30979 0.058 -0.038 -0.088
H -6.57098 -5.99759 -3.56118 0.006 0.000 -0.003
H -5.40404 -5.05235 -4.48100 0.013 0.011 0.013
H -6.90197 -4.30743 -3.94386 0.001 0.002 0.009
H -5.64014 -6.55540 -1.51117 0.004 0.002 -0.001
H -4.46046 -5.98393 0.58157 -0.010 0.003 0.004
H -3.60656 -3.67321 0.91159 0.010 0.002 0.016
H -2.89086 -1.61165 -0.45106 0.049 0.019 0.005
H -6.49106 -1.64715 -1.04948 0.001 0.060 0.037
H -7.87626 0.39098 -1.04764 -0.001 0.002 -0.010
H -6.82706 2.59886 -0.64207 -0.003 -0.001 0.018
H -4.39948 2.75871 -0.17476 -0.002 0.000 0.003
H -4.36432 -1.48531 -3.18238 -0.020 -0.014 -0.026
H -6.07408 -1.86934 -3.39753 0.011 -0.035 -0.006
H -4.84934 -2.78439 -4.25982 0.014 0.002 -0.008
O 0.50367 2.57044 0.00956 -0.063 -0.030 0.052
S 0.35870 3.45312 1.24460 -0.016 -0.025 0.030
C -0.86687 4.68797 0.75408 -0.012 -0.010 0.040
C -0.12466 5.70178 -0.10349 -0.003 -0.020 -0.048
C 1.16005 5.98919 0.66966 -0.004 0.035 0.048
C 1.73620 4.63186 1.07262 0.014 -0.003 -0.034
H -1.25001 5.13486 1.67487 0.002 0.010 -0.003
H -1.66453 4.12630 0.27065 0.006 0.023 -0.016
H -0.71840 6.59956 -0.27592 0.002 0.005 0.014
H 0.10721 5.25820 -1.07414 -0.002 0.002 0.007
H 0.92419 6.57497 1.56151 0.006 0.002 -0.002
H 1.88406 6.56029 0.08888 -0.009 -0.014 -0.022
H 2.31601 4.63053 1.99301 -0.012 0.020 0.004
H 2.33597 4.18214 0.28055 0.008 -0.013 0.025
F 0.29444 -1.79763 -1.15430 0.027 -0.102 -0.012
As -0.13686 -3.10135 -0.07441 -0.158 0.189 0.080
F -1.34273 -3.58667 -1.22606 -0.144 0.008 0.021
F 1.02104 -4.15131 -0.77121 0.034 -0.006 0.013
F -0.70065 -4.29695 1.03215 0.001 -0.032 -0.021
F 0.98883 -2.49812 1.08748 -0.004 -0.042 -0.013
F -1.34367 -1.95969 0.62298 -0.071 -0.057 -0.019
```
Positions in Å, forces in eV/Å.

multiplicity	4
largest force on an atom	0.33	eV/A
relative energy (zero: lowest compared OMol25 entry of this formula, charge and spin)	0.000	eV
highest occupied orbital energy (alpha / beta)	-8.54 / -8.52	eV

Which of these has the highest largest force on an atom?
C25H30AlGeN2S

largest force on an atom of number 2 (C25H30AsBF6N5O3PdS)?
0.33 eV/A

Among the records above, which one has the lowest largest force on an atom?
C25H30AsBF6N5O3PdS